--- 1 ---
{
  "formula": "HO3P2S2",
  "method": "the ωB97M-V functional and the def2-TZVPD basis",
  "elements": ["P", "S", "P", "O", "O", "H", "S", "O"],
  "positions_angstrom": [[0.46, 0.06, -1.23], [-1.82, -0.42, -1.35], [0.17, -1.05, 0.83], [-1.20, 1.66, 0.86], [1.07, -0.70, -2.32], [1.62, 0.40, 0.85], [-1.65, 0.24, 0.81], [1.35, -0.20, 1.57]],
  "nbo_charge": [0.93, -0.51, 0.44, -0.98, -1.14, 0.47, 0.78, -0.99],
  "homo_lumo_gap_ev": 6.92,
  "total_charge": -1,
  "e_homo_ev": -3.6
}

---

--- 2 ---
{
  "formula": "HO3P2S2",
  "method": "the ωB97M-V functional and the def2-TZVPD basis",
  "elements": ["H", "P", "S", "O", "O", "P", "O", "S"],
  "positions_angstrom": [[-0.93, -1.47, -1.18], [-0.38, 1.46, 0.28], [1.22, -0.67, -0.78], [-0.26, -1.04, -1.76], [-0.93, -1.51, 1.46], [0.27, -0.63, 1.37], [-0.71, 2.64, 1.18], [1.73, 1.22, -0.55]],
  "nbo_charge": [0.49, 0.82, 0.38, -0.91, -1.15, 0.79, -1.13, -0.28],
  "homo_lumo_gap_ev": [6.10, 6.10],
  "total_charge": -1,
  "e_homo_ev": [-2.9, -2.9]
}

---

--- 3 ---
{
  "formula": "HO3P2S2",
  "method": "the ωB97M-V functional and the def2-TZVPD basis",
  "elements": ["P", "S", "O", "H", "S", "O", "P", "O"],
  "positions_angstrom": [[-0.07, -0.82, 1.39], [0.40, 1.42, 0.65], [1.42, 1.38, -0.86], [1.72, 0.49, -0.98], [-1.41, 1.48, -0.02], [1.16, -1.60, 1.40], [-0.98, -0.77, -0.80], [-2.24, -1.58, -0.79]],
  "nbo_charge": [0.82, 0.39, -0.89, 0.47, -0.33, -1.15, 0.81, -1.14],
  "homo_lumo_gap_ev": 6.47,
  "total_charge": -1,
  "e_homo_ev": -3.1
}

---

Most stable structure among those shown: 1. Next: +0.0092 hartree.